Record 1
89
Properties=species:S:1:pos:R:3 method="wB97M-V/def2-TZVPD" de_lowest_kcal_mol=25.6 total_charge=+2 spin_multiplicity=3 gap_ev="7.46 / 4.69" s_squared=2.0240
N -5.4570 4.0532 -4.8130
C -5.2287 4.2905 -3.5220
C -4.4163 3.4609 -2.7288
C -3.8219 2.2696 -3.2525
C -4.0209 2.1172 -4.6562
C -4.8892 2.9773 -5.3623
C -2.9175 1.4350 -2.4071
Ni -1.4804 -0.4592 -2.1571
P 4.0842 -0.9135 -0.4440
C -1.5113 1.3235 -2.6658
C -0.5135 1.7776 -1.6681
C 0.8015 2.0993 -2.0624
C 1.6954 2.7032 -1.1770
C 1.3412 2.9600 0.1613
C 0.0415 2.6207 0.5756
C -0.8728 2.0372 -0.3226
Br 2.5205 3.7377 1.3529
H -3.3681 1.1298 -1.4367
H -1.1896 1.4986 -3.7134
H -4.2190 3.7724 -1.7029
H -3.5425 1.3265 -5.2333
H -5.7063 5.1818 -3.0883
H -5.1416 2.8082 -6.4208
H 1.0975 1.8777 -3.1013
H -1.8734 1.6986 -0.0258
H 2.6806 2.9842 -1.5537
H -0.2586 2.7690 1.6133
P -0.4549 -2.1338 -1.4182
C 4.6081 0.8487 -0.3403
C 6.0250 1.0898 -0.8795
H 4.5536 1.1683 0.7146
H 3.8483 1.3973 -0.9187
H 6.2891 2.1472 -0.7453
H 6.7856 0.4992 -0.3479
H 6.0805 0.8577 -1.9513
C 3.1805 -1.0722 -2.0069
C 4.0500 -1.8554 -2.9996
H 2.9642 -0.0594 -2.3677
H 2.2294 -1.5889 -1.8065
H 3.5685 -1.9347 -3.9781
H 5.0235 -1.3739 -3.1486
H 4.2477 -2.8689 -2.6290
C 3.1307 -1.1328 1.0766
C 3.9978 -1.7631 2.1801
H 2.2836 -1.7784 0.8224
H 2.7650 -0.1377 1.3660
H 3.3967 -2.4018 2.8355
H 4.8044 -2.3856 1.7713
H 4.4565 -0.9864 2.7988
C -0.2212 -2.6931 0.3069
C -0.7150 -4.0583 0.7569
H -0.6329 -1.9117 0.9571
H 0.8690 -2.6711 0.4184
H -1.8056 -4.1517 0.7368
H -0.2931 -4.8905 0.1813
H -0.3973 -4.2056 1.7996
C 0.4709 -3.4893 -2.2582
C 0.7795 -3.2544 -3.7298
H -0.0952 -4.4242 -2.1259
H 1.4154 -3.5877 -1.6984
H -0.1295 -3.3244 -4.3460
H 1.2185 -2.2611 -3.8891
H 1.4885 -4.0104 -4.0811
C -2.2369 -2.4369 -1.6659
C -3.1376 -2.0672 -0.4853
H -2.2495 -3.5116 -1.9037
H -2.4701 -1.8789 -2.6161
H -3.9356 -1.4175 -0.8528
H -3.5955 -2.9464 -0.0145
H -2.6275 -1.5130 0.3116
O -1.3481 -0.0109 2.1774
C -1.2034 0.1051 3.4043
C 0.0045 0.7733 4.0504
C -0.3335 2.0999 4.7229
C -0.8647 1.9286 6.1543
C -2.2050 1.2006 6.2289
C -2.1589 -0.2429 5.7280
N -2.1425 -0.3579 4.2655
H 0.4395 0.0664 4.7725
H 0.7348 0.9287 3.2503
H 0.5766 2.7155 4.7507
H -1.0701 2.6552 4.1208
H -0.1194 1.3876 6.7554
H -0.9879 2.9229 6.5973
H -2.5342 1.1655 7.2740
H -2.9662 1.7618 5.6709
H -1.2769 -0.7480 6.1580
H -3.0543 -0.7734 6.0710
H -2.8573 -0.9453 3.8299



Record 2
58
Properties=species:S:1:pos:R:3 method="wB97M-V/def2-TZVPD" de_lowest_kcal_mol=4.6 spin_multiplicity=1 gap_ev=7.72
Pt -2.1629 1.0032 -0.6252
N -4.0653 1.6969 0.0408
N -4.2598 2.0171 1.4073
C -3.3996 1.6517 2.4096
N -3.7082 2.1005 3.6285
N -2.3825 0.9336 2.0232
N -1.4676 0.5274 2.9559
O -1.6734 0.6715 4.1640
O -0.4383 0.0752 2.5003
H -3.9761 2.5678 -0.4864
H -4.8558 1.1409 -0.2765
H -4.9742 2.6936 1.6032
H -4.4807 2.7220 3.7792
H -3.1161 1.7920 4.3852
C 2.0445 -4.7749 1.0320
C 1.8158 -4.6322 -0.4675
C 3.0654 -4.8545 -1.3045
C 4.0999 -3.7771 -1.0193
C 3.4905 -2.4105 -1.1862
C 4.2727 -1.3188 -1.4774
C 3.6932 -0.0653 -1.6469
F 4.5046 0.9698 -1.9243
C 2.3482 0.1358 -1.5494
C 1.5219 -0.9581 -1.2540
C 0.0764 -0.7578 -1.1320
O -0.3753 0.4025 -1.3840
C -0.6911 -1.8999 -0.7826
C -0.0452 -3.0992 -0.6320
N 1.2655 -3.2929 -0.7648
C 2.0963 -2.2237 -1.0674
C -2.1902 -1.9805 -0.6048
O -2.7045 -3.0806 -0.4794
O -2.8564 -0.8819 -0.5880
H 2.4886 -5.7458 1.2539
H 1.1018 -4.6978 1.5732
H 2.7075 -3.9955 1.4083
H 1.0483 -5.3389 -0.7861
H 2.7926 -4.8284 -2.3624
H 3.4614 -5.8478 -1.0919
H 4.9502 -3.8772 -1.6947
H 4.4944 -3.8867 -0.0057
H 5.3445 -1.4232 -1.5879
H 1.9169 1.1092 -1.6988
H -0.6480 -3.9680 -0.3962
C 0.3957 3.3031 -0.2563
C -0.9930 3.9053 -0.3703
O -1.9950 3.0306 -0.6890
C -0.9746 4.9643 -1.4978
F -0.0798 5.9485 -1.2745
F -0.6370 4.3821 -2.6590
F -2.1674 5.5491 -1.6764
C -1.3686 4.5725 0.9767
F -1.3516 3.6586 1.9661
F -0.5219 5.5520 1.3440
F -2.6048 5.1011 0.9660
H 0.6117 2.8158 -1.2006
H 0.4097 2.5571 0.5382
H 1.1465 4.0665 -0.0554



Record 3
44
Properties=species:S:1:pos:R:3 method="wB97M-V/def2-TZVPD" de_lowest_kcal_mol=0.0 spin_multiplicity=1 gap_ev=8.46 smiles="Cc1cccc(NC(=S)NC[C@@H](C)CSc2ccc(Cl)cc2)c1"
C -2.9125 -6.8885 1.7164
C -2.1301 -5.8138 1.0272
C -1.8345 -4.6259 1.6757
C -1.1191 -3.6150 1.0373
C -0.7278 -3.7895 -0.2879
C -1.0157 -4.9779 -0.9355
C -1.7008 -5.9865 -0.2851
H -1.9188 -6.9099 -0.8002
H -0.7096 -5.1089 -1.9628
H -0.2444 -2.9881 -0.8257
N -0.8631 -2.4327 1.7406
C 0.2440 -1.6413 1.7368
N 1.3326 -2.0626 1.0709
H 1.3045 -2.9776 0.6467
C 2.5768 -1.3375 1.0211
H 2.6056 -0.6682 1.8857
C 2.7456 -0.5124 -0.2685
C 2.6900 -1.3970 -1.5109
H 2.8968 -0.8032 -2.3975
H 1.7036 -1.8412 -1.6253
H 3.4282 -2.1934 -1.4478
C 1.6860 0.5828 -0.3143
H 0.6925 0.1562 -0.4576
H 1.7102 1.1647 0.6062
S 2.0110 1.7320 -1.6971
C 0.8773 3.0514 -1.4053
C -0.0936 3.0445 -0.4121
C -0.9392 4.1306 -0.2670
C -0.8201 5.2180 -1.1147
C 0.1427 5.2331 -2.1135
C 0.9866 4.1518 -2.2542
H 1.7427 4.1476 -3.0243
H 0.2300 6.0842 -2.7702
Cl -1.8812 6.5717 -0.9286
H -1.6900 4.1253 0.5073
H -0.2096 2.2104 0.2603
H 3.7304 -0.0368 -0.2188
H 3.3968 -2.0557 1.0998
S 0.1918 -0.2248 2.5944
H -1.5500 -2.1612 2.4315
H -2.1586 -4.4744 2.6957
H -3.9513 -6.8588 1.3869
H -2.8938 -6.7564 2.7951
H -2.5139 -7.8709 1.4727